Computed, not measured: C3H5N5 in the gas phase in a non-equilibrium geometry, with ωB97M-V/def2-TZVPD.

Properties
* E_tot: -10640.3227 eV
* energy relative to the best compared isomer or geometry (same formula, charge and spin): 2.5514 eV
* gap between HOMO and LUMO: 9.49 eV
* net charge: 0
* E_LUMO: -0.259 eV

Last column: natural (NBO) charge in e.
Element x y z (Å)
1 C 1.309 0.561 1.264  -0.293
2 C 0.304 0.237 0.238  0.400
3 C -1.135 -1.150 -0.758  0.257
4 H 0.610 -0.588 2.722  0.349
5 H 1.649 -1.349 1.880  0.358
6 H 2.302 0.775 0.815  0.234
7 H 0.964 1.503 1.728  0.230
8 H -1.704 -2.069 -0.860  0.199
9 N 1.536 -0.419 2.309  -0.789
10 N -0.281 -0.961 0.207  -0.472
11 N -1.422 -0.207 -1.733  -0.253
12 N -0.843 0.952 -1.615  0.039
13 N 0.055 1.183 -0.704  -0.259



Computed, not measured: C3H5NO in the gas phase, with ωB97M-V/def2-TZVPD.

Properties
* E_tot: -6726.0434 eV
* energy relative to the best compared isomer or geometry (same formula, charge and spin): 3.5292 eV
* gap between HOMO and LUMO: 8.96 eV
* net charge: 0
* E_LUMO: -0.058 eV

Last column: natural (NBO) charge in e.
Element x y z (Å)
1 C -0.999 -0.527 0.033  -0.152
2 C -0.378 0.698 0.383  -0.164
3 N 0.840 1.028 -0.159  -0.624
4 C 1.535 -0.115 -0.314  0.465
5 O 1.119 -1.290 -0.208  -0.641
6 H -1.758 -0.972 0.678  0.226
7 H -0.909 -0.908 -0.974  0.237
8 H -1.395 0.889 -0.279  0.290
9 H -0.661 1.151 1.339  0.216
10 H 2.606 0.046 -0.499  0.147



Computed, not measured: C3H5NO in the gas phase in a non-equilibrium geometry, with ωB97M-V/def2-TZVPD.

Properties
* E_tot: -6728.3859 eV
* energy relative to the best compared isomer or geometry (same formula, charge and spin): 1.1868 eV
* gap between HOMO and LUMO: 11.63 eV
* net charge: 0
* E_LUMO: 0.810 eV

Last column: natural (NBO) charge in e.
Element x y z (Å)
1 C 0.288 -1.149 -0.694  -0.262
2 O -0.790 -0.231 -0.582  -0.517
3 C -0.457 0.982 0.018  -0.157
4 C -0.051 0.818 1.436  0.239
5 N 0.293 0.655 2.527  -0.305
6 H 0.032 -2.065 -0.153  0.195
7 H 1.214 -0.742 -0.272  0.179
8 H 0.450 -1.382 -1.751  0.189
9 H -1.344 1.620 -0.027  0.234
10 H 0.365 1.495 -0.503  0.205



Computed, not measured: C3H5NO in the gas phase in a non-equilibrium geometry, with ωB97M-V/def2-TZVPD.

Properties
* E_tot: -6727.0851 eV
* energy relative to the best compared isomer or geometry (same formula, charge and spin): 2.4875 eV
* gap between HOMO and LUMO: 10.69 eV
* net charge: 0
* E_LUMO: 0.995 eV

Last column: natural (NBO) charge in e.
Element x y z (Å)
1 C -1.184 0.034 0.019  0.572
2 C 0.254 0.399 0.369  0.017
3 C 1.512 -0.172 -0.178  -0.651
4 N -2.094 -0.829 0.006  -0.712
5 O -0.783 1.256 -0.244  -0.467
6 H 0.201 0.805 1.445  0.181
7 H 2.123 0.672 -0.401  0.228
8 H 1.188 -0.556 -1.099  0.222
9 H 1.783 -0.987 0.446  0.247
10 H -3.002 -0.623 -0.362  0.363



Computed, not measured: a molecular structure, C3H5NO in a non-equilibrium geometry, with ωB97M-V/def2-TZVPD.

Properties
* E_tot: -6724.8583 eV
* energy relative to the best compared isomer or geometry (same formula, charge and spin): 4.7144 eV
* gap between HOMO and LUMO: 10.37 eV
* net charge: 0
* E_LUMO: 1.116 eV

Last column: natural (NBO) charge in e.
Element x y z (Å)
1 C -0.637 -0.881 -0.844  -0.193
2 C -1.602 -0.029 -0.463  0.094
3 C 1.238 0.266 0.677  -0.412
4 N 0.337 0.383 -0.441  -0.128
5 O -0.870 1.002 0.037  -0.361
6 H -0.347 -1.625 -1.478  0.215
7 H -2.688 -0.070 -0.272  0.206
8 H 0.789 -0.124 1.503  0.184
9 H 2.026 -0.290 0.364  0.203
10 H 1.753 1.368 0.916  0.192



Computed, not measured: C3H5NO in the gas phase in a non-equilibrium geometry, with ωB97M-V/def2-TZVPD.

Properties
* E_tot: -6727.6809 eV
* energy relative to the best compared isomer or geometry (same formula, charge and spin): 1.8918 eV
* gap between HOMO and LUMO: 11.90 eV
* net charge: 0
* E_LUMO: 0.472 eV

Last column: natural (NBO) charge in e.
Element x y z (Å)
1 C 0.809 -0.435 0.816  -0.623
2 C -0.407 0.172 0.104  -0.026
3 C 0.031 0.757 -1.169  0.241
4 H 0.824 -1.402 0.135  0.245
5 H 1.880 0.230 0.386  0.237
6 H 0.690 -0.524 1.923  0.241
7 H -0.821 1.048 0.607  0.207
8 H -2.121 -0.410 -0.625  0.480
9 N 0.476 1.429 -2.036  -0.308
10 O -1.361 -0.864 -0.140  -0.692



Computed, not measured: C3H5NO in the gas phase in a non-equilibrium geometry, with ωB97M-V/def2-TZVPD.

Properties
* E_tot: -6728.4314 eV
* energy relative to the best compared isomer or geometry (same formula, charge and spin): 1.1413 eV
* gap between HOMO and LUMO: 11.69 eV
* net charge: 0
* E_LUMO: 0.816 eV

Last column: natural (NBO) charge in e.
Element x y z (Å)
1 C 1.002 -0.795 0.401  -0.262
2 O 0.083 -0.763 -0.672  -0.511
3 C -1.046 0.016 -0.430  -0.159
4 C -0.733 1.448 -0.207  0.240
5 N -0.464 2.550 0.022  -0.304
6 H 1.490 -1.770 0.370  0.199
7 H 0.495 -0.680 1.368  0.171
8 H 1.750 0.003 0.312  0.187
9 H -1.592 -0.342 0.454  0.204
10 H -1.692 -0.089 -1.305  0.234



Computed, not measured: C3H5NO in the gas phase, with ωB97M-V/def2-TZVPD.

Properties
* E_tot: -6727.2810 eV
* energy relative to the best compared isomer or geometry (same formula, charge and spin): 2.2917 eV
* gap between HOMO and LUMO: 10.39 eV
* net charge: 0
* E_LUMO: 0.583 eV

Last column: natural (NBO) charge in e.
Element x y z (Å)
1 C -1.390 0.143 -0.003  -0.638
2 C 0.006 0.250 0.551  -0.150
3 O 1.766 -0.850 -0.979  -0.676
4 C 1.131 0.096 -0.286  0.463
5 N 1.106 1.316 -0.044  -0.337
6 H -1.400 0.222 -1.095  0.218
7 H -2.074 0.885 0.413  0.217
8 H -1.772 -0.849 0.264  0.220
9 H 0.132 0.009 1.608  0.184
10 H 2.451 -1.198 -0.396  0.499



Computed, not measured: a molecular structure, C3H5NO in a non-equilibrium geometry, with ωB97M-V/def2-TZVPD.

Properties
* E_tot: -6722.5369 eV
* energy relative to the best compared isomer or geometry (same formula, charge and spin): 7.0357 eV
* gap between HOMO and LUMO: 8.66 eV
* net charge: 0
* E_LUMO: 0.717 eV

Last column: natural (NBO) charge in e.
Element x y z (Å)
1 O 0.938 -0.383 1.040  -0.576
2 C 1.767 -0.482 0.087  0.177
3 C 0.164 0.228 -0.508  0.136
4 C -1.257 -0.134 -0.268  -0.275
5 N -0.735 1.185 0.090  -0.587
6 H 2.568 -1.117 0.521  0.108
7 H 0.572 0.438 -1.466  0.215
8 H -1.945 -0.141 -1.115  0.204
9 H -1.481 -0.841 0.523  0.215
10 H -0.590 1.248 1.096  0.383



Computed, not measured: C3H5NO in the gas phase in a non-equilibrium geometry, with ωB97M-V/def2-TZVPD.

Properties
* E_tot: -6725.9989 eV
* energy relative to the best compared isomer or geometry (same formula, charge and spin): 3.5738 eV
* gap between HOMO and LUMO (spin up / spin down): 8.53 / 8.05 eV
* net charge: 0
* E_LUMO (spin up / spin down): 0.972 / 0.797 eV

Last column: natural (NBO) charge in e.
Element x y z (Å)
1 C -0.593 0.975 -0.279  -0.026
2 C 0.810 0.544 -0.009  -0.304
3 N 0.562 -0.780 0.606  -0.628
4 C -0.541 -1.206 -0.149  0.213
5 O -1.235 -0.172 -0.558  -0.372
6 H 0.213 -0.585 1.562  0.348
7 H -0.939 1.829 -0.843  0.183
8 H 1.372 0.370 -0.952  0.183
9 H 1.407 1.174 0.651  0.221
10 H -1.057 -2.147 -0.030  0.182